[1]
Molecular formula: C28H83F4InNO25
Method: DFT, wB97M-V/def2-TZVPD

The geometry in XYZ format:
```
142
Properties=species:S:1:pos:R:3:lowdin_charge:R:1
H 13.274 8.033 -26.531 0.095
H 17.013 5.988 -31.235 0.106
H 12.657 1.375 -34.836 0.127
O 16.194 5.507 -37.293 -0.072
C 14.406 9.450 -27.729 -0.192
H 14.231 10.343 -27.129 0.114
H 11.358 7.118 -34.478 0.114
C 17.979 2.361 -34.292 -0.234
O 16.136 6.331 -33.687 -0.078
H 9.807 2.694 -28.098 0.099
H 11.773 3.361 -36.096 0.135
H 8.398 1.784 -34.403 0.108
H 17.045 5.107 -28.365 0.120
H 11.778 1.362 -29.019 0.023
H 13.166 3.816 -35.032 0.112
H 7.321 5.604 -27.674 0.037
H 11.505 4.856 -28.508 0.041
O 15.660 1.854 -34.517 -0.074
H 9.687 3.959 -25.465 0.089
O 12.463 2.006 -33.019 -0.083
H 15.331 9.377 -28.301 0.110
H 10.023 8.618 -27.823 0.084
H 9.381 1.709 -32.277 0.021
O 11.372 4.404 -34.343 -0.085
O 13.103 7.087 -33.351 -0.064
O 15.214 2.295 -27.935 -0.109
H 16.559 11.916 -31.588 0.121
H 8.116 4.474 -24.959 0.090
O 15.619 4.507 -29.668 -0.087
C 15.626 6.407 -35.010 -0.237
C 14.142 2.528 -25.731 -0.225
H 15.771 7.262 -29.950 0.020
H 4.927 4.611 -28.402 0.120
C 6.941 4.105 -29.313 -0.244
H 10.063 8.105 -29.353 0.069
H 9.438 5.366 -24.248 0.092
H 14.411 6.973 -28.375 0.021
In 12.582 4.620 -31.456 1.492
H 14.341 2.288 -28.336 0.028
O 15.814 1.797 -30.948 -0.071
C 15.717 9.962 -32.191 -0.198
H 9.592 6.452 -32.305 0.113
H 14.345 2.562 -24.661 0.114
C 16.567 5.574 -35.903 -0.236
H 15.682 7.463 -35.277 0.120
H 10.721 4.689 -34.989 0.100
O 11.332 0.517 -28.923 -0.086
H 11.255 5.244 -26.314 0.113
C 16.928 4.879 -29.425 -0.247
C 15.123 -0.415 -29.988 -0.198
O 8.557 1.454 -29.230 -0.070
H 15.437 3.675 -29.224 0.025
H 8.664 4.225 -30.200 0.019
H 16.100 9.893 -33.209 0.121
O 12.967 3.201 -26.030 -0.110
H 11.899 7.003 -28.097 0.116
H 10.769 6.927 -25.923 0.129
H 6.812 1.837 -31.812 0.107
H 12.739 3.060 -26.951 0.026
H 17.552 4.031 -29.709 0.127
H 17.053 5.325 -37.681 0.070
H 17.181 0.600 -34.997 0.111
H 12.210 1.122 -32.744 0.108
O 9.231 5.602 -26.317 -0.200
C 6.962 2.080 -32.864 -0.224
H 18.945 1.893 -34.105 0.113
C 10.430 0.593 -27.825 -0.217
H 14.379 -1.162 -30.263 0.109
H 17.981 2.745 -35.312 0.104
F 9.855 3.315 -31.174 -0.467
C 11.922 7.681 -33.735 -0.244
H 16.580 9.531 -31.684 0.113
H 15.834 5.521 -33.271 0.014
H 12.137 8.636 -34.216 0.132
H 16.924 0.632 -33.317 0.113
O 13.357 9.298 -28.690 -0.105
H 8.266 3.445 -32.412 0.021
H 16.143 2.970 -26.285 0.112
H 8.850 7.337 -28.313 0.075
C 14.314 8.177 -26.824 -0.240
H 14.972 -0.209 -28.928 0.104
H 13.859 1.149 -30.881 0.089
C 14.860 0.748 -31.037 -0.220
H 15.652 2.388 -31.687 0.022
H 9.958 5.111 -28.872 0.054
H 5.929 2.001 -33.203 0.112
H 11.018 0.770 -26.924 0.102
O 16.407 -1.035 -30.208 -0.078
H 6.516 3.646 -30.205 0.118
C 12.128 3.487 -35.073 -0.210
H 10.159 8.485 -32.781 0.128
C 17.308 6.130 -30.195 -0.202
C 9.361 1.699 -28.085 -0.237
C 10.561 6.054 -26.542 -0.145
H 7.459 0.296 -33.864 0.114
H 9.954 -0.375 -27.671 0.113
H 15.390 2.438 -33.804 0.010
H 9.038 1.779 -29.995 0.036
H 17.032 3.672 -33.298 0.010
H 15.013 4.160 -27.025 0.113
O 9.084 0.900 -32.700 -0.076
H 13.774 11.722 -32.190 0.070
C 9.882 7.683 -28.364 -0.031
H 14.665 5.927 -35.196 0.104
H 14.436 8.788 -31.105 0.042
C 15.617 11.374 -31.665 -0.223
H 7.159 3.412 -28.500 0.108
C 16.907 1.282 -34.192 -0.249
C 10.990 7.827 -32.529 -0.234
N 10.879 5.518 -28.944 0.149
H 16.599 4.560 -35.503 0.093
F 12.735 3.090 -28.863 -0.451
O 6.426 5.413 -27.384 -0.057
H 14.839 0.316 -32.038 0.106
H 18.393 6.242 -30.197 0.119
C 10.891 6.605 -27.978 -0.348
O 16.695 7.324 -29.695 -0.076
C 15.167 3.117 -26.746 -0.179
H 17.561 5.999 -35.766 0.121
H 13.455 8.444 -29.116 -0.002
H 13.864 1.501 -25.969 0.114
H 13.618 7.837 -33.044 0.056
O 10.545 6.548 -32.238 -0.108
O 14.621 12.130 -32.386 -0.084
O 7.456 3.431 -32.926 -0.094
O 14.495 9.191 -31.974 -0.080
C 12.038 2.123 -34.341 -0.233
H 11.392 8.299 -31.632 0.120
H 8.736 1.781 -27.195 0.109
O 14.805 7.049 -27.503 -0.067
F 15.185 3.905 -32.797 -0.417
F 13.773 7.027 -30.234 -0.449
H 14.828 8.255 -25.866 0.112
C 5.913 5.017 -28.630 -0.250
H 15.180 11.306 -30.669 0.111
H 10.999 1.821 -34.476 0.109
C 9.125 4.838 -25.149 -0.093
O 17.943 3.373 -33.264 -0.064
O 8.144 4.755 -29.592 -0.087
H 5.803 5.782 -29.399 0.110
C 7.994 1.201 -33.575 -0.224
H 17.012 -0.341 -29.933 0.073
```

HOMO-LUMO gap ... 3.6392 eV
Total charge ... -1
E_LUMO ... -0.12826 hartree
2S+1 ... 1



[2]
Molecular formula: C22H59AgN4O8
Method: DFT, wB97M-V/def2-TZVPD

The geometry in XYZ format:
```
94
Properties=species:S:1:pos:R:3:lowdin_spin:R:1
C -4.324 -1.199 3.855 0.000
H 2.647 5.755 -1.836 0.000
C 2.239 -1.669 4.125 0.016
H -3.080 -4.376 -1.956 0.000
H -0.475 2.375 -5.490 0.000
C 0.402 0.329 -4.904 0.000
H -2.485 6.079 1.476 0.000
H -3.853 -2.130 -1.286 0.000
H -4.343 -0.128 3.653 0.000
C 0.648 -1.017 0.297 0.043
H -5.760 -1.382 6.769 0.000
Ag 2.340 -3.022 1.143 1.124
O -1.983 -3.858 -0.232 0.004
H 2.908 -2.265 4.746 0.002
C 0.880 -3.710 4.059 0.007
H 1.629 -0.448 -6.339 0.000
H -3.058 -1.937 -2.860 0.000
C -2.995 -1.839 3.476 0.000
H 1.666 3.464 -7.776 0.000
O 0.250 -2.207 0.232 0.275
H -0.087 -0.324 -1.599 0.002
H -0.625 4.893 -0.316 0.000
O 5.238 2.557 -1.415 0.000
H -0.441 0.047 -4.273 0.000
C -1.898 4.113 1.323 0.000
H -1.482 -1.146 4.979 0.000
H -5.167 -1.688 3.366 0.000
H -2.227 -1.416 -1.466 0.000
C -2.376 -3.666 -1.522 0.001
H -1.226 -5.845 4.198 0.002
H -1.175 -3.361 -0.087 0.001
H -6.199 -0.287 5.369 0.000
H 2.864 -0.903 3.666 0.005
H 6.224 3.139 0.398 0.000
C -1.316 4.071 -0.127 0.000
H 2.325 1.410 -4.242 0.000
C 0.746 3.210 -7.250 0.000
H -0.952 -1.180 3.343 0.001
H 2.707 2.494 -0.392 0.000
N 1.119 -0.766 -5.528 0.000
H 0.225 -6.491 3.875 0.000
H -0.815 0.970 -6.535 0.000
H 2.443 4.075 -0.108 0.000
C -2.901 -2.199 -1.814 0.001
O -4.446 -1.403 5.273 0.000
H -3.697 -2.391 1.637 0.000
C -0.506 -5.853 3.380 0.007
N 0.912 -4.890 1.746 0.120
H -1.560 -3.703 -2.244 0.000
H -0.132 3.290 -7.890 0.000
H -2.036 -2.360 1.765 0.000
H 1.544 -5.514 2.229 0.014
H 5.370 4.273 -2.492 0.000
H 0.336 -5.530 1.218 0.005
H 4.888 4.678 -0.871 0.000
H -2.482 3.217 1.533 0.000
C 1.365 0.969 -3.975 0.000
C 3.167 3.664 -1.917 0.000
H 0.580 1.023 -0.584 0.003
C 2.495 4.902 -2.498 0.000
H -1.982 0.087 3.735 0.000
H -0.951 0.212 -0.213 0.000
N -2.902 -1.926 2.050 0.000
C -1.825 -0.968 3.960 0.000
H 3.239 2.928 -2.718 0.000
C -5.795 -1.248 5.688 0.000
N 2.335 3.342 -0.795 0.000
H 1.436 -1.131 4.629 0.000
H 0.175 -3.157 4.680 0.000
H -0.693 -3.795 2.678 0.000
H -2.174 3.995 -0.794 0.000
O 1.053 1.951 -6.727 0.000
H 1.429 4.727 -2.644 0.000
C 0.061 0.065 -0.591 0.009
C -0.073 1.446 -5.894 0.000
H -1.136 -6.392 2.672 0.000
H -0.775 3.130 -0.225 0.000
H 0.971 1.829 -3.433 0.000
H -1.105 4.208 2.065 0.000
O -2.882 5.205 1.440 0.000
H 7.107 3.248 -1.042 0.000
H 1.490 -4.347 4.699 0.001
C 0.137 -4.461 2.917 0.009
H -2.901 -2.847 3.882 0.000
C 6.331 2.646 -0.569 0.000
H 1.825 -1.211 -4.958 0.000
H 1.747 0.231 -3.270 0.000
C 4.770 3.926 -1.651 0.000
H 0.778 4.024 -6.526 0.000
H -6.408 -1.975 5.154 0.000
H 2.886 5.135 -3.488 0.000
H 6.644 1.604 -0.505 0.000
O 1.497 -0.687 1.164 0.254
O 1.638 -2.692 3.327 0.090
```

HOMO-LUMO gap (spin up / spin down) ... 5.9658 / 5.6812 eV
E_LUMO (spin up / spin down) ... 0.02243 / -0.11892 hartree
2S+1 ... 3



[3]
Molecular formula: C2H12OSi3
Method: DFT, wB97M-V/def2-TZVPD

The geometry in XYZ format:
```
18
Properties=species:S:1:pos:R:3:lowdin_charge:R:1
H -1.371 0.289 2.203 0.002
C -0.192 1.762 -1.098 -0.256
H 2.916 -2.159 -0.101 -0.217
O -1.285 -0.748 -0.323 -0.550
Si 3.556 -1.003 0.425 0.546
H -3.388 -1.288 -1.475 -0.073
Si -0.208 0.404 0.214 0.491
H 4.124 -0.073 -0.594 -0.181
C -0.759 1.142 1.868 -0.248
H -1.518 2.072 1.896 0.082
H -1.289 -2.112 -2.180 -0.053
Si -2.189 -1.931 -0.998 0.532
H 0.141 1.310 2.512 0.018
H -2.078 -2.952 0.050 -0.055
H -0.098 1.588 -2.200 0.024
H -1.280 2.189 -1.229 0.060
H 4.427 -1.055 1.727 -0.149
H 0.490 2.565 -0.699 0.026
```

HOMO-LUMO gap (spin up / spin down) ... 6.6881 / 7.0498 eV
Relative energy (zero: lowest compared OMol25 entry of this formula, charge and spin) ... 2.481 eV
E_LUMO (spin up / spin down) ... -0.01661 / -0.01133 hartree
2S+1 ... 1



[4]
Molecular formula: C17H20BaI2N2S2
Method: DFT, wB97M-V/def2-TZVPD

The geometry in XYZ format:
```
44
Properties=species:S:1:pos:R:3:lowdin_charge:R:1
C -1.431 0.355 -0.417 -0.178
H 7.369 -1.164 -1.601 -0.039
H -0.739 1.177 1.443 0.096
H -2.545 -5.615 0.840 0.100
H 0.906 -1.586 2.992 0.098
I 5.812 -2.401 0.161 0.723
C -1.836 -2.554 2.065 -0.048
H -2.117 0.079 1.597 0.126
H -0.496 -0.625 3.489 0.087
H -2.516 5.168 -1.595 0.098
H 6.750 -2.694 -2.305 -0.038
C -2.459 -3.783 1.964 -0.094
C -0.840 -2.157 1.171 -0.297
H -0.816 -4.912 -0.767 0.090
C 6.508 -1.801 -1.744 -1.183
C 0.442 3.208 0.043 -0.653
C -0.466 -3.003 0.118 -0.655
C 0.286 4.595 0.216 -0.132
S 1.757 2.422 0.923 0.315
C -2.081 -4.641 0.938 -0.096
H -1.465 1.047 -2.949 0.086
N -0.213 -0.850 1.373 -0.289
H -0.817 6.373 -0.220 0.100
H -2.278 2.757 -1.947 0.106
C -1.167 0.241 1.076 -0.182
C 0.302 -0.712 2.745 -0.098
Ba 1.987 -0.183 -0.278 1.253
C -1.110 -4.250 0.037 -0.132
N -0.377 1.133 -1.103 -0.288
H 0.918 0.190 2.810 0.051
H -2.413 0.817 -0.573 0.128
C -0.453 0.908 -2.556 -0.097
C -0.744 5.303 -0.371 -0.096
H -0.139 -0.114 -2.785 0.056
C -0.486 2.559 -0.785 -0.294
H -3.226 -4.064 2.674 0.098
C -1.545 3.277 -1.340 -0.049
I 5.068 -0.706 -2.855 0.715
H -1.455 -0.647 -0.852 0.105
H -2.130 -1.883 2.863 0.106
C -1.686 4.637 -1.147 -0.094
S 0.726 -2.618 -1.127 0.306
H 1.010 5.103 0.840 0.090
H 0.206 1.613 -3.062 0.098
```

HOMO-LUMO gap ... 6.2271 eV
E_LUMO ... -0.03257 hartree
2S+1 ... 1



| no. | total energy (eV) |
| --- | --- |
| 1 | -99095.65247 |
| 2 | -50101.19968 |
| 3 | -27946.32972 |
| 4 | -59500.86059 |